1.
Below is a molecular structure, C26H42InO44S10, with properties calculated with ωB97M-V with the def2-TZVPD basis set.

```
123
Properties=species:S:1:pos:R:3:forces:R:3:lowdin_spin:R:1
In -5.943 0.326 0.607 1.121 -0.204 0.106 -0.002
C -1.099 0.295 -1.047 -0.788 0.211 -0.171 0.336
C -2.338 0.142 -0.361 -0.287 -0.037 1.599 0.030
C -2.334 -0.785 0.965 -1.368 -0.493 -0.437 0.007
O -3.449 -0.841 1.513 1.251 0.066 -0.405 0.009
C -1.136 -1.549 1.317 -2.300 2.090 -2.063 0.172
C 0.022 -1.301 0.563 2.876 -2.400 2.456 0.001
C 0.064 -0.334 -0.622 4.092 0.407 -1.649 0.009
O 1.152 -0.056 -1.280 -2.800 -1.350 2.306 0.235
O 1.051 -1.938 1.020 -1.337 1.800 -2.373 0.050
O -3.356 0.764 -0.665 0.360 -0.791 0.119 0.121
H -1.021 0.956 -1.897 -0.053 0.079 -0.044 0.012
H -1.112 -2.334 2.057 -0.202 0.327 0.163 0.008
C -0.137 1.571 2.679 0.981 -0.787 1.999 0.002
C 0.589 1.518 4.051 -0.698 1.252 0.690 0.000
O 1.665 2.474 3.972 0.570 0.255 0.204 0.000
S 1.415 3.485 2.740 0.041 2.507 2.098 0.000
O 2.661 4.128 2.303 -2.759 -2.769 0.395 0.000
O 0.340 4.398 3.140 1.408 -1.865 -1.170 0.000
O 0.823 2.239 1.899 0.242 1.086 -2.702 0.000
H -1.087 2.100 2.763 0.074 -0.100 -0.388 0.000
H -0.187 0.502 2.470 -0.404 0.458 -1.192 0.002
H 0.969 0.535 4.330 0.363 0.231 -0.193 0.000
H -0.119 1.871 4.801 0.191 -0.126 0.312 0.000
C -2.749 -1.404 -3.601 2.141 0.820 -0.528 0.004
C -3.998 -1.333 -4.410 1.120 0.839 -0.972 0.000
O -4.956 -1.652 -3.482 -2.569 -1.197 1.712 0.000
S -4.470 -2.651 -2.275 -0.577 0.114 0.503 0.000
O -4.744 -4.043 -2.610 0.848 2.688 0.558 0.000
O -4.930 -2.120 -0.985 0.626 -0.920 -2.556 0.000
O -2.916 -2.213 -2.448 -1.125 -1.319 0.297 0.001
H -2.532 -0.398 -3.241 0.243 -0.085 0.089 0.003
H -1.925 -1.778 -4.208 0.189 -0.023 0.327 0.000
H -3.976 -1.871 -5.358 -0.376 -0.871 0.410 0.000
H -4.082 -0.293 -4.726 -0.560 0.091 0.220 0.000
C 3.782 1.932 -2.597 0.668 0.828 1.108 0.000
C 5.198 2.498 -2.363 -0.628 1.189 -0.019 0.000
O 5.024 3.910 -2.010 -1.747 0.883 0.340 0.000
S 3.446 4.439 -2.116 1.098 0.024 0.023 0.000
O 3.384 5.681 -2.949 -0.060 -4.175 2.728 0.000
O 2.843 4.313 -0.767 1.076 0.578 -3.469 0.000
O 3.031 3.092 -3.023 -0.532 0.800 0.068 0.000
H 3.386 1.568 -1.648 -0.205 0.135 0.118 0.000
H 3.760 1.070 -3.264 -0.211 0.677 -0.584 0.000
H 5.795 2.625 -3.266 0.160 -0.956 0.114 0.000
H 5.662 2.032 -1.494 0.341 -0.118 -0.414 0.000
C 4.818 -3.055 -1.751 1.086 0.808 2.291 0.000
C 4.322 -1.964 -2.695 -1.007 -1.722 0.790 0.000
O 5.304 -1.002 -2.723 2.946 2.520 0.265 0.000
S 6.645 -1.212 -1.682 -0.230 -4.722 -2.293 0.000
O 6.516 -0.620 -0.406 -0.578 1.109 -0.058 0.000
O 7.912 -1.209 -2.386 -2.325 0.889 0.742 0.000
O 6.243 -2.805 -1.531 0.472 0.603 -0.831 0.000
H 4.653 -4.096 -2.029 0.270 0.277 -0.244 0.000
H 4.481 -2.869 -0.732 -0.963 -0.371 -0.079 0.000
H 3.416 -1.504 -2.300 -0.195 -0.099 -0.051 0.000
H 4.091 -2.473 -3.630 0.431 0.799 -0.558 0.000
C -2.105 -1.055 5.677 -0.665 -0.839 0.746 0.000
C -2.622 -2.512 5.420 0.762 -0.086 -0.494 0.000
O -3.623 -2.390 4.397 -1.782 0.987 0.339 0.000
S -4.475 -1.018 4.706 0.158 0.597 0.622 0.000
O -5.264 -1.038 5.924 1.265 -0.679 -1.578 0.000
O -5.148 -0.511 3.521 1.577 -0.901 1.721 0.000
O -3.074 -0.234 5.074 -1.627 1.143 -1.457 0.000
H -1.117 -0.858 5.262 -0.203 -0.021 -0.259 0.000
H -2.110 -0.777 6.731 0.229 -0.391 0.094 0.000
H -3.019 -3.040 6.287 -0.025 0.303 0.030 0.000
H -1.859 -3.122 4.936 0.044 -0.029 0.281 0.000
C -6.302 5.952 -0.733 0.748 -0.859 -1.114 0.000
C -4.915 6.246 -1.467 -3.588 0.448 0.281 0.000
O -3.958 5.366 -0.946 -0.106 -1.346 1.546 0.000
S -4.465 4.577 0.418 -1.838 -0.348 -0.660 0.000
O -3.517 4.844 1.466 -1.492 -0.327 -1.246 0.000
O -4.899 3.172 0.164 1.167 3.395 0.299 0.000
O -5.909 5.508 0.549 1.827 -1.291 0.766 0.000
H -6.890 5.213 -1.278 0.324 -0.766 0.139 0.000
H -7.034 6.759 -0.700 0.768 0.605 0.586 0.000
H -4.810 7.301 -1.211 1.318 -0.138 -0.442 0.000
H -5.137 6.016 -2.509 0.796 0.408 -0.069 0.000
C 0.035 -5.107 2.248 -0.280 1.625 -1.986 0.000
C -1.111 -5.699 1.355 0.403 0.357 -0.507 0.000
O -1.632 -6.858 2.012 1.369 -0.102 1.690 0.000
S -0.572 -7.226 3.259 0.685 0.127 -0.130 0.000
O 0.548 -8.004 2.788 -1.455 0.883 -0.020 0.000
O -1.269 -7.615 4.432 -0.174 0.098 -0.676 0.000
O -0.061 -5.687 3.493 -0.707 -1.852 0.705 0.000
H -0.167 -4.041 2.349 0.152 -0.083 0.201 0.000
H 1.031 -5.156 1.809 0.031 -0.532 0.027 0.000
H -0.828 -5.971 0.338 0.549 -0.248 0.157 0.000
H -1.869 -4.932 1.198 -0.497 -0.281 0.557 0.000
C -0.012 -3.776 -1.974 -2.006 0.619 -0.872 -0.001
C 1.422 -3.977 -1.958 3.183 0.502 0.527 0.000
O 1.899 -3.979 -3.322 -0.569 0.164 -1.789 0.000
S 0.646 -3.879 -4.390 1.251 -2.294 0.064 0.000
O 0.758 -4.888 -5.455 -0.386 2.370 2.781 0.000
O 0.468 -2.494 -4.737 -0.376 -1.066 0.513 0.000
O -0.339 -4.431 -3.208 -1.404 0.225 -1.881 0.000
H -0.318 -2.733 -2.066 0.249 0.217 0.028 -0.001
H -0.638 -4.176 -1.176 0.406 -0.421 -0.113 0.000
H 1.770 -4.917 -1.529 -0.224 0.038 0.162 0.000
H 1.961 -3.120 -1.553 -0.185 -0.220 0.760 0.000
C 4.316 1.062 1.700 -2.469 2.255 -4.373 0.000
C 3.599 -0.146 2.054 -2.336 -1.275 0.202 0.000
O 4.347 -0.641 3.085 2.138 -2.089 3.294 0.000
S 4.962 0.505 4.064 -1.999 0.115 -1.015 0.000
O 6.307 0.168 4.355 -0.250 0.169 0.254 0.000
O 4.027 0.863 5.145 1.950 -0.594 -2.686 0.000
O 4.914 1.541 2.776 2.944 1.261 5.336 0.000
H 3.627 1.879 1.484 -0.572 -0.190 -0.762 0.000
H 4.913 0.992 0.791 0.810 -0.403 0.400 0.000
H 3.464 -0.918 1.297 0.255 0.189 -0.069 0.000
H 2.625 0.004 2.521 -0.535 0.559 -0.615 0.000
C -0.505 3.870 -1.604 1.651 -1.623 1.751 0.001
C -0.443 3.546 -3.088 -0.895 0.007 0.197 0.000
O -1.086 4.677 -3.582 -1.559 2.718 -1.781 0.000
S -0.854 6.072 -2.779 3.725 0.008 0.376 0.000
O -2.062 6.812 -2.547 0.809 -1.179 -0.435 0.000
O 0.327 6.767 -3.329 -3.016 -1.613 1.209 0.000
O -0.346 5.237 -1.399 -0.282 2.925 -2.256 0.000
H 0.395 3.420 -1.186 -0.109 -0.192 0.569 0.000
H -1.357 3.694 -0.947 -0.481 -1.318 -0.830 0.000
H -1.036 2.712 -3.464 -0.286 -0.149 0.587 0.000
H 0.525 3.390 -3.564 0.433 0.487 0.611 0.000
```
Positions in Å, forces in eV/Å.

Orbital gap (alpha / beta) in eV: 7.92 / 5.05
Spin multiplicity: 2
⟨S²⟩: 0.78



2.
Below is a molecular structure, C3H4O4Rb, with properties calculated with ωB97M-V with the def2-TZVPD basis set.

```
12
Properties=species:S:1:pos:R:3:forces:R:3:nbo_charge:R:1
O 1.355 1.800 -0.330 -0.474 0.335 1.087 -0.720
C 0.413 1.054 -0.044 -0.161 1.347 -2.653 0.946
C 2.854 0.001 -0.913 -0.146 -2.054 0.124 -0.343
O -0.818 1.266 0.007 -0.061 -0.278 1.046 -0.815
O 0.671 -0.324 -0.099 0.361 -3.236 -0.217 -0.619
C 2.014 -0.761 -0.154 0.102 3.213 0.950 0.026
H 3.861 0.214 -0.533 -0.159 -0.617 -0.646 0.192
H 2.582 0.209 -1.953 -0.025 0.859 0.718 0.199
H 2.325 -1.104 0.839 0.059 -0.142 -0.280 0.142
Rb -2.820 -0.959 0.297 0.141 0.862 -0.234 0.985
O -6.790 0.862 -0.478 0.513 -0.234 0.120 -1.383
H -7.737 0.898 -0.628 -0.148 -0.056 -0.015 0.391
```
Positions in Å, forces in eV/Å.

Orbital gap in eV: 4.27
Energy above the lowest of the compared OMol25 structures with the same formula, charge and spin in kcal/mol: 63.57
Charge: -1



Computed values of maximum force (unit: Eh/bohr) for the preceding records, in sequence: 0.121; 0.065.